C14H9F4IrN5OSTe4 as an isolated structure at a distorted geometry, computed with ωB97M-V with the def2-TZVPD basis set.

Geometry (Å):
Ir: 1.261331 -3.335766 -0.025042
Te: 3.783102 -4.156851 -0.371598
Te: 5.022101 -2.918781 1.636581
Te: 3.351942 -3.137012 3.728658
Te: 0.855913 -3.268662 2.709034
F: -0.304213 0.599062 -0.343045
C: 0.138678 1.848311 -0.242494
C: -0.749187 2.860139 -0.297673
F: -2.023598 2.560919 -0.442764
C: -0.345645 4.223766 -0.185982
C: 1.055205 4.439229 -0.003186
C: 1.937475 3.416895 0.052642
F: 3.217335 3.683228 0.222356
C: 1.527632 2.065184 -0.066440
C: 2.438938 1.000402 0.003101
C: 2.047593 -0.355617 -0.056601
N: 1.743617 -1.467628 -0.099683
C: 3.844987 1.170143 0.227129
N: 4.971073 1.144870 0.439050
F: 1.511464 5.663854 0.106695
C: -1.257477 5.271653 -0.254720
C: -0.895712 6.647829 -0.099405
N: -0.687836 7.774810 0.026201
C: -2.653561 5.079531 -0.508564
N: -3.782573 4.992371 -0.724859
N: 0.623029 -5.355130 -0.134522
H: -0.332788 -5.444233 0.196149
H: 1.186522 -5.970034 0.449532
H: 0.652614 -5.739421 -1.073406
C: -2.579506 -1.092257 -0.992965
S: -2.029834 -2.793419 -0.986997
C: -3.437906 -3.465023 -0.106327
O: -0.904611 -2.840094 0.039465
H: -2.691284 -0.756443 0.037981
H: -3.525789 -1.045161 -1.533861
H: -1.826018 -0.492301 -1.500626
H: -4.262223 -3.560729 -0.816050
H: -3.707241 -2.799151 0.713386
H: -3.173567 -4.448499 0.278844

Cartesian forces (eV/Å) of the 2 atoms listed first:
-0.10 -0.81 0.43
-1.26 -0.25 0.10

Results
Calculated total energy: -77868.9885 eV
LUMO energy (spin up / spin down): -6.22 / -6.21 eV
Orbital gap (spin up / spin down): 3.20 / 3.20 eV
Energy relative to the best compared isomer or geometry (same formula, charge and spin): 25.1 kcal/mol
Total charge: +1

Atomic partial charges in e from the natural (NBO) method, atoms 1 to 4: atom 1 (Ir): 0.536, atom 2 (Te): -0.140, atom 3 (Te): 0.044, atom 4 (Te): -0.031

=====

C15H10F6N3NiO10S2 as an isolated structure, computed with ωB97M-V with the def2-TZVPD basis set.

Geometry (Å):
Ni: -0.942422 -0.466325 -0.014831
F: -3.591339 0.401597 2.228232
C: -3.187178 -0.213081 3.330950
F: -2.759776 0.679858 4.214358
F: -4.232516 -0.865289 3.858120
S: -1.824372 -1.416372 2.990668
O: -0.846292 -0.712926 2.171078
O: -1.446151 -1.854427 4.292578
N: -2.515233 -2.597230 2.181636
S: -2.514855 -2.527751 0.617195
O: -1.223871 -2.797330 0.006865
O: -3.137351 -1.346338 0.053689
C: -3.613841 -3.950475 0.242109
F: -3.115646 -5.080389 0.733106
F: -3.706159 -4.057966 -1.083317
F: -4.828981 -3.757787 0.742818
C: -2.671280 4.816701 0.902795
N: -2.389030 3.644324 0.098212
C: -2.671362 3.609217 -1.233945
C: -2.422864 2.529936 -1.994852
C: -1.831432 1.397762 -1.327603
O: -1.561129 0.303554 -1.882731
N: -1.542948 1.461494 -0.010694
C: -1.811820 2.540806 0.761657
O: -1.623358 2.620088 1.964077
H: -3.102133 5.579879 0.256797
H: -1.757785 5.196069 1.358522
H: -3.369066 4.574460 1.703431
H: -3.115277 4.512118 -1.634326
H: -2.649567 2.500151 -3.047371
O: 1.351727 1.497424 -1.123591
C: 1.678027 0.352796 -0.840147
O: 0.925813 -0.573800 -0.360659
C: 3.102668 -0.103326 -1.097561
C: 4.035825 0.818763 -1.549498
C: 5.360969 0.458247 -1.809197
C: 5.689107 -0.858517 -1.602806
O: 6.915976 -1.466067 -1.760536
C: 6.675978 -2.856131 -1.551893
O: 5.372419 -3.011382 -1.009047
C: 4.763833 -1.779194 -1.154933
C: 3.464286 -1.441026 -0.886626
H: 3.697464 1.834926 -1.698547
H: 6.093743 1.173860 -2.155167
H: 7.408250 -3.242176 -0.841612
H: 6.735624 -3.380009 -2.513200
H: 2.733333 -2.148693 -0.524210

Cartesian forces (eV/Å) of the 2 atoms listed first:
0.18 0.65 -0.24
0.02 -0.04 0.09

Results
Calculated total energy: -119684.7146 eV
LUMO energy (spin up / spin down): 2.70 / 2.70 eV
Orbital gap (spin up / spin down): 8.45 / 8.44 eV
Energy relative to the best compared isomer or geometry (same formula, charge and spin): 7.8 kcal/mol
Total charge: -1
⟨S²⟩: 2.004
Spin multiplicity: 3

Atomic partial charges in e from the natural (NBO) method, atoms 1 to 4: atom 1 (Ni): 1.501, atom 2 (F): -0.299, atom 3 (C): 0.731, atom 4 (F): -0.299

=====

A single C15H10OS molecule at a distorted geometry, computed with ωB97M-V with the def2-TZVPD basis set.

Geometry (Å):
S: -3.659617 0.610254 -0.086322
O: 0.164420 0.823508 0.235398
C: -2.098458 0.877018 0.218443
C: -0.906612 -0.012835 -0.080024
C: -0.937336 -1.209550 -0.779321
C: 2.649385 -3.681701 -1.468781
C: -0.212484 3.942025 2.234290
C: -1.679175 4.035028 2.048115
C: 1.341789 -4.275374 -1.566293
C: 2.811645 -2.277208 -1.354770
C: 0.471991 2.937043 1.600839
C: -2.321662 3.046134 1.294873
C: 0.212464 -3.468148 -1.399453
C: 1.640830 -1.508147 -1.109347
C: -0.211253 1.948413 0.919057
C: -1.601689 2.062364 0.796302
C: 0.355098 -2.075906 -1.101706
H: -1.901264 -1.601499 -0.869222
H: 3.598555 -4.149846 -1.690000
H: 0.303935 4.677049 2.883165
H: -2.110101 5.013903 2.305942
H: 1.225669 -5.326014 -1.628640
H: 3.749822 -1.848239 -1.522163
H: 1.483725 2.888619 1.783067
H: -3.399040 3.014273 1.041030
H: -0.772020 -3.942877 -1.620048
H: 1.801383 -0.498290 -1.084431

Cartesian forces (eV/Å) of the 2 atoms listed first:
-0.61 -0.62 -0.25
2.42 -1.25 0.30

Results
Calculated total energy: -28597.4914 eV
Structure (SMILES): S=C1/C(=C/c2ccccc2)Oc2ccccc21
LUMO energy: -1.26 eV
Orbital gap: 6.93 eV
Energy relative to the best compared isomer or geometry (same formula, charge and spin): 5.7 kcal/mol

Atomic partial charges in e from the natural (NBO) method, atoms 1 to 4: atom 1 (S): 0.012, atom 2 (O): -0.465, atom 3 (C): -0.126, atom 4 (C): 0.236

=====

- Look up the energy relative to the best compared isomer or geometry (same formula, charge and spin) of the first one.
  25.1 kcal/mol

=====

- Which of these has the lowest energy relative to the best compared isomer or geometry (same formula, charge and spin)?
  C15H10OS